{"formula": "C43H46AsCdFN4O5S", "method": "ωB97M-V/def2-TZVPD", "elements": ["Cd", "C", "O", "C", "C", "C", "C", "C", "C", "N", "N", "C", "C", "C", "C", "O", "C", "N", "C", "C", "C", "C", "H", "H", "H", "H", "H", "H", "H", "H", "H", "H", "H", "H", "F", "C", "C", "C", "C", "C", "C", "C", "H", "H", "H", "H", "H", "H", "C", "O", "C", "C", "H", "H", "H", "H", "H", "H", "C", "As", "C", "C", "S", "H", "H", "H", "H", "H", "H", "H", "H", "H", "C", "O", "C", "C", "C", "C", "C", "C", "N", "C", "C", "C", "C", "C", "C", "C", "O", "H", "H", "H", "H", "H", "H", "H", "H", "H", "H", "H", "H", "H"], "coordinates": [[-0.38625, -1.00268, -0.35610], [6.38212, 1.52094, 4.43629], [5.14011, 1.89439, 4.97596], [4.43511, 2.85418, 4.25843], [3.04926, 2.84276, 4.37586], [2.27462, 3.75004, 3.68158], [2.85327, 4.72254, 2.82866], [4.25685, 4.73686, 2.77153], [5.03642, 3.81954, 3.46469], [2.15688, 5.70117, 2.14511], [0.88625, 5.50626, 1.77912], [0.39613, 4.26597, 1.43455], [-0.96907, 4.01981, 1.62963], [-1.51220, 2.73456, 1.51571], [-0.74554, 1.62839, 1.17591], [-1.14581, 0.38020, 1.25765], [0.56792, 1.87999, 0.72985], [1.23566, 0.81984, 0.18673], [2.42929, 1.02353, -0.30436], [3.05629, 2.27921, -0.32949], [2.39742, 3.35520, 0.22479], [1.13603, 3.17915, 0.81982], [6.67391, 0.59114, 4.92468], [7.15827, 2.27204, 4.62569], [6.31273, 1.35812, 3.35574], [2.58827, 2.09774, 5.01504], [1.19814, 3.71327, 3.77767], [4.72844, 5.47888, 2.13705], [6.11515, 3.86440, 3.37279], [-1.58117, 4.84865, 1.96848], [-2.55850, 2.57340, 1.74550], [2.93202, 0.16140, -0.74796], [4.02910, 2.38975, -0.79143], [2.83281, 4.34446, 0.19964], [-4.49454, -6.37839, 1.81848], [-3.92119, -5.33267, 1.13992], [-3.00096, -5.59542, 0.14922], [-2.44796, -4.53041, -0.55111], [-2.79014, -3.19527, -0.28506], [-2.23988, -2.08526, -1.06088], [-3.70948, -2.99265, 0.75740], [-4.27924, -4.04033, 1.46169], [-2.72572, -6.62038, -0.06868], [-1.72023, -4.73016, -1.33105], [-2.92464, -1.23989, -1.13992], [-1.89825, -2.38109, -2.05169], [-3.96588, -1.97439, 1.02182], [-4.98511, -3.86357, 2.26436], [2.51644, -1.54627, 1.73440], [2.76493, -1.83081, 0.34082], [1.77705, -2.03900, -0.45567], [2.30398, -2.26913, -1.82350], [2.99209, -0.59145, 1.95463], [2.98466, -2.34643, 2.30327], [1.44798, -1.50780, 1.93051], [3.38706, -2.41060, -1.85324], [2.03114, -1.38577, -2.41408], [1.77826, -3.10239, -2.29396], [-1.95001, -1.14848, 5.39140], [-1.49877, -0.67144, 3.53491], [-3.25108, 0.04259, 3.13251], [-0.18282, 0.67277, 3.98585], [-0.84519, -2.50290, 2.75253], [-2.27733, -0.27469, 5.96068], [-1.06706, -1.58331, 5.85857], [-2.74007, -1.89901, 5.37826], [-3.34138, 0.99587, 3.65379], [-3.98557, -0.66365, 3.51904], [-3.35981, 0.18771, 2.06509], [-0.66528, 1.64436, 4.08308], [0.57294, 0.73239, 3.20755], [0.26349, 0.37467, 4.93370], [-4.38639, -3.69974, -3.65021], [-3.25639, -3.10132, -4.24619], [-3.29378, -1.73960, -4.42150], [-4.41885, -0.95912, -4.23980], [-4.36722, 0.41170, -4.49400], [-3.18776, 0.97505, -4.94514], [-2.05484, 0.19215, -5.12279], [-2.07706, -1.16847, -4.83364], [-0.98707, -1.99888, -5.00325], [0.33130, -1.59856, -5.19632], [0.97165, -0.47811, -4.63246], [2.14966, 0.00677, -5.25894], [2.77496, 1.16558, -4.86040], [2.22095, 1.90556, -3.80293], [1.12344, 1.42781, -3.11679], [0.51000, 0.18802, -3.42525], [-0.38843, -0.35369, -2.68551], [-4.14549, -4.75166, -3.51767], [-5.26864, -3.61059, -4.29388], [-4.59524, -3.25485, -2.67480], [-5.33805, -1.40213, -3.88376], [-5.24323, 1.02349, -4.32079], [-3.13417, 2.03704, -5.15016], [-1.12842, 0.63933, -5.45344], [-1.17532, -2.97667, -4.86093], [0.87479, -2.18652, -5.93212], [2.53542, -0.55049, -6.10909], [3.66622, 1.51168, -5.37060], [2.66806, 2.84753, -3.50438], [0.70748, 1.97620, -2.28270]], "forces_ev_per_a": [[-0.41, -0.45, -0.02], [0.01, 0.02, 0.02], [-0.02, -0.03, 0.01], [-0.02, 0.01, 0.03], [0.03, -0.03, -0.03], [-0.01, 0.00, -0.07], [-0.22, 0.09, 0.01], [0.06, -0.03, -0.01], [0.01, 0.04, -0.03], [-0.02, -0.27, -0.22], [0.05, 0.08, 0.01], [-0.06, -0.16, 0.05], [0.32, -0.06, 0.03], [-0.05, 0.08, 0.05], [-0.25, -0.01, 0.16], [-0.62, -0.28, 0.07], [0.40, 0.36, -0.17], [0.15, 0.22, -0.01], [0.40, 0.07, -0.29], [-0.16, 0.18, 0.18], [0.20, -0.28, -0.04], [0.11, 0.26, 0.03], [0.00, 0.01, 0.01], [0.00, 0.01, -0.01], [0.00, -0.01, 0.00], [0.00, -0.01, -0.01], [-0.03, 0.00, 0.00], [0.00, 0.01, 0.02], [0.00, -0.01, -0.02], [0.01, -0.03, 0.02], [-0.07, 0.01, 0.04], [-0.05, 0.38, 0.06], [-0.04, -0.01, -0.02], [0.02, 0.04, 0.08], [0.01, -0.02, 0.03], [0.00, 0.01, -0.01], [0.02, 0.01, 0.00], [0.05, -0.03, 0.01], [-0.08, 0.04, -0.14], [0.24, 0.02, 0.13], [-0.05, -0.01, -0.01], [-0.01, 0.01, 0.01], [0.00, 0.00, -0.01], [-0.02, -0.01, -0.02], [-0.04, -0.02, -0.04], [-0.09, -0.02, -0.02], [-0.05, 0.03, 0.00], [0.00, 0.00, 0.00], [-0.06, 0.17, 0.05], [0.20, -0.51, 0.19], [0.00, 0.36, -0.21], [0.03, -0.21, 0.04], [0.00, -0.04, -0.02], [-0.01, -0.02, 0.01], [-0.04, -0.05, -0.01], [0.03, -0.03, -0.01], [-0.04, -0.01, -0.03], [-0.06, 0.06, -0.01], [0.01, -0.03, 0.04], [-0.06, -0.22, 0.61], [0.01, 0.01, -0.19], [0.03, 0.03, -0.17], [0.02, 0.07, -0.16], [0.00, 0.02, -0.01], [0.00, 0.01, 0.00], [0.00, 0.01, -0.01], [-0.02, 0.02, 0.00], [0.02, 0.00, 0.02], [0.03, 0.00, -0.04], [0.02, 0.02, -0.01], [-0.01, 0.02, 0.00], [-0.01, -0.01, -0.01], [0.01, 0.01, 0.03], [-0.01, -0.01, 0.00], [-0.04, -0.03, 0.00], [0.00, 0.00, 0.00], [0.02, -0.01, 0.02], [-0.01, -0.03, -0.02], [-0.04, 0.02, 0.01], [0.02, 0.02, -0.14], [0.03, 0.09, 0.08], [-0.01, -0.13, 0.00], [0.11, 0.02, -0.10], [-0.06, -0.03, -0.02], [0.00, 0.05, 0.05], [0.04, -0.04, -0.04], [-0.05, 0.02, -0.04], [-0.12, -0.15, -0.02], [0.28, 0.22, 0.12], [0.02, 0.00, 0.03], [0.00, 0.01, 0.00], [0.02, -0.01, 0.04], [0.00, -0.01, 0.00], [-0.01, 0.00, -0.01], [0.01, 0.01, 0.02], [-0.02, 0.03, 0.01], [-0.02, 0.00, -0.02], [0.02, -0.01, 0.03], [-0.01, 0.01, -0.01], [-0.01, 0.01, 0.00], [0.00, -0.02, 0.01], [0.00, 0.07, 0.09]], "mulliken_charge": [3.536, -0.873, -0.469, 0.796, -0.583, 0.133, -0.341, -0.357, -0.325, -0.884, -0.732, 0.119, -0.414, -0.436, -0.322, -0.438, -0.632, 1.333, -0.288, -1.631, -0.757, 0.819, 0.256, 0.281, 0.348, 0.422, 0.323, 0.388, 0.249, 0.340, 0.325, 0.086, 0.538, 0.584, -0.396, 0.474, -0.677, -0.016, 0.691, -2.223, -0.105, -0.608, 0.387, 0.423, 0.644, 0.127, 0.192, 0.379, -0.423, -0.303, -0.300, -0.466, 0.192, 0.332, -0.110, 0.388, -0.318, 0.370, -1.398, 1.270, -1.223, -1.067, -0.484, 0.408, 0.325, 0.379, 0.396, 0.458, 0.200, 0.427, -0.166, 0.606, -0.965, -0.473, 0.817, -0.411, -0.804, -0.821, -0.174, 0.146, 0.089, -1.524, 1.483, -0.756, -0.884, -0.389, -0.192, -0.143, -1.802, 0.252, 0.383, 0.337, 0.345, 0.346, 0.386, 0.500, 0.269, 0.286, 0.320, 0.328, 0.455, 0.420], "lumo_energy_ha": [0.152, 0.152], "total_charge": -2, "homo_ev": [-0.31, -1.09]}

{"formula": "C43H46N4O8P2RhSSi", "method": "ωB97M-V/def2-TZVPD", "elements": ["Rh", "C", "C", "O", "P", "O", "O", "O", "P", "O", "O", "O", "H", "H", "H", "H", "H", "H", "H", "S", "C", "N", "C", "C", "C", "N", "H", "H", "H", "H", "N", "C", "C", "C", "C", "C", "C", "C", "C", "C", "C", "C", "C", "C", "H", "H", "H", "H", "H", "H", "H", "H", "H", "H", "C", "C", "C", "C", "Si", "O", "C", "C", "C", "C", "C", "C", "C", "C", "C", "C", "C", "C", "H", "H", "H", "H", "H", "H", "H", "H", "H", "H", "H", "H", "H", "H", "H", "H", "H", "H", "H", "C", "C", "C", "C", "C", "C", "C", "C", "N", "H", "H", "H", "H", "H", "H"], "coordinates": [[0.82583, 0.08966, 0.02041], [0.54393, 1.15866, 4.72741], [-0.59587, 0.66246, 3.87201], [-1.80727, 0.84846, 4.56061], [-0.74847, 1.56076, 2.27661], [-1.27567, 3.00546, 2.74081], [-1.94147, 0.84886, 1.57841], [0.43293, 1.80876, 1.38601], [-0.38367, -1.11004, 3.30181], [-1.94937, -1.52444, 3.07141], [0.22533, -1.97604, 4.32561], [0.26323, -1.04144, 1.93471], [0.22283, 2.02966, 5.29791], [1.38043, 1.42276, 4.08801], [0.84293, 0.36656, 5.41071], [-2.44887, 0.21976, 4.19961], [-1.06787, 3.63216, 2.04391], [-1.67937, 0.66426, 0.53881], [-2.26397, -1.07824, 2.27891], [1.24973, 0.58696, -2.29339], [2.58163, -0.33724, -2.88709], [3.79853, 0.33376, -3.00029], [4.89743, -0.32034, -3.55559], [4.75443, -1.63024, -3.91019], [3.50893, -2.24584, -3.74589], [2.44103, -1.56814, -3.25389], [3.82823, 1.31716, -2.78639], [5.80953, 0.24506, -3.65709], [5.58793, -2.17704, -4.32029], [3.32693, -3.27654, -4.00579], [2.12573, -1.82894, 0.01811], [2.81623, -1.65204, 1.09401], [3.10503, -0.27494, 1.49651], [3.23303, 0.72166, 0.50341], [3.50333, 2.03516, 0.87891], [3.66203, 2.36426, 2.21361], [3.58093, 1.37456, 3.18591], [3.29633, 0.06866, 2.83611], [3.38283, -2.71114, 1.95121], [2.55973, -3.65264, 2.56481], [3.10773, -4.58984, 3.42181], [4.47203, -4.61024, 3.66341], [5.29273, -3.66934, 3.06221], [4.75143, -2.71734, 2.21931], [3.35603, 0.41226, -0.52979], [3.61013, 2.79736, 0.11941], [3.86863, 3.38496, 2.49941], [3.74343, 1.62526, 4.22401], [3.18453, -0.69284, 3.59251], [1.49373, -3.59194, 2.41181], [2.46483, -5.30394, 3.91371], [4.89593, -5.35864, 4.31901], [6.35503, -3.67604, 3.26351], [5.38473, -1.96874, 1.76371], [-3.36817, -0.19584, -3.21809], [-2.79887, 1.22246, -3.26859], [-1.66637, 1.24736, -4.29179], [-3.89967, 2.16526, -3.75279], [-2.24307, 1.68846, -1.46999], [-1.36457, 0.55856, -0.78259], [-3.92357, 1.91746, -0.57089], [-4.61247, 3.12656, -0.60759], [-5.83527, 3.28926, 0.01851], [-6.41117, 2.23206, 0.70061], [-5.74027, 1.02316, 0.75831], [-4.51757, 0.87326, 0.12641], [-1.44317, 3.42606, -1.33489], [-0.54387, 3.95206, -2.25399], [-0.03897, 5.23396, -2.11619], [-0.38987, 6.01236, -1.02799], [-1.24107, 5.49006, -0.07149], [-1.75927, 4.21806, -0.23409], [-3.73467, -0.49874, -4.20009], [-4.19647, -0.25284, -2.51459], [-2.59477, -0.89204, -2.90589], [-1.99707, 0.80386, -5.23389], [-0.80507, 0.69286, -3.93099], [-1.35447, 2.26846, -4.49899], [-4.20527, 1.89936, -4.76579], [-3.55837, 3.19856, -3.75889], [-4.77217, 2.09796, -3.10879], [-4.17717, 3.96756, -1.12759], [-6.34067, 4.24536, -0.02309], [-7.36957, 2.35346, 1.18931], [-6.16417, 0.19796, 1.31281], [-4.00607, -0.07534, 0.17791], [-0.22707, 3.33996, -3.08249], [0.63373, 5.63526, -2.86049], [0.01653, 7.00666, -0.90889], [-1.50797, 6.08206, 0.79481], [-2.45067, 3.83156, 0.49911], [1.98553, -3.14904, -0.54349], [0.58783, -3.70294, -0.58629], [-0.47977, -2.93204, -1.03609], [-1.72557, -3.49944, -1.21639], [-1.91507, -4.85994, -0.95929], [-0.85787, -5.62584, -0.46319], [0.38093, -5.04544, -0.28249], [-3.13787, -5.49474, -1.26679], [-4.10057, -6.04314, -1.57009], [2.30273, -3.05684, -1.59279], [2.64733, -3.86234, -0.03239], [-0.32917, -1.87854, -1.25879], [-2.54797, -2.90524, -1.58789], [-1.01217, -6.67604, -0.25459], [1.20473, -5.65214, 0.06991]], "forces_ev_per_a": [[-0.08, 0.38, -0.54], [0.02, -0.07, -0.03], [0.26, -0.23, -0.91], [-0.49, -0.05, 0.34], [-0.76, 0.80, 0.70], [0.01, -0.28, 0.40], [0.20, 0.05, 0.11], [0.35, -0.36, -0.01], [-0.22, -0.31, -0.23], [0.32, -0.13, 0.52], [0.03, -0.02, 0.30], [-0.05, 0.14, -0.05], [-0.02, 0.07, -0.08], [0.06, 0.06, 0.13], [0.08, -0.02, 0.11], [0.03, -0.03, 0.08], [0.12, 0.33, -0.23], [-0.22, -0.11, -0.48], [-0.08, 0.17, -0.31], [-0.46, 0.39, 0.02], [0.33, -0.03, -0.18], [-0.22, -0.16, 0.06], [0.36, -0.02, -0.08], [-0.32, -0.10, 0.03], [0.98, -0.36, -0.36], [-0.73, 0.61, 0.44], [-0.12, -0.12, -0.04], [0.01, 0.03, 0.01], [0.12, -0.02, -0.05], [0.12, -0.12, -0.09], [0.39, 0.33, 1.12], [-0.26, -0.47, -0.98], [0.16, 0.96, -0.15], [0.87, -0.45, 0.37], [-0.02, 0.03, 0.05], [-0.03, -0.09, -0.19], [0.12, -0.08, -0.07], [-0.15, 0.01, -0.15], [0.25, -0.41, 0.22], [0.04, 0.30, -0.10], [0.00, -0.15, 0.06], [-0.05, -0.05, -0.04], [0.14, -0.06, 0.04], [-0.13, 0.03, -0.08], [-0.26, 0.13, 0.16], [-0.02, 0.02, -0.06], [0.03, 0.09, 0.01], [-0.05, 0.02, 0.09], [-0.01, -0.07, 0.13], [-0.17, -0.03, -0.01], [-0.09, -0.04, 0.04], [0.00, 0.00, 0.07], [0.06, 0.02, -0.03], [0.06, 0.06, -0.03], [0.14, 0.15, 0.27], [0.15, 0.21, 0.08], [0.08, -0.02, 0.21], [0.03, -0.05, 0.25], [-1.09, 0.87, -0.98], [0.39, -0.89, 1.04], [0.50, 0.00, -0.12], [-0.04, 0.07, -0.07], [-0.16, 0.16, -0.05], [-0.04, 0.01, 0.08], [-0.11, -0.16, 0.09], [-0.02, -0.09, -0.06], [-0.18, -0.54, -0.06], [-0.01, -0.12, -0.12], [0.16, 0.16, -0.08], [0.14, 0.03, 0.02], [-0.02, 0.11, 0.19], [-0.09, 0.02, 0.10], [-0.03, -0.01, -0.15], [-0.14, -0.12, 0.10], [0.09, -0.22, 0.04], [-0.07, -0.04, -0.12], [0.13, -0.08, -0.11], [0.09, 0.12, -0.09], [0.00, -0.04, -0.17], [0.01, 0.22, -0.04], [-0.19, 0.07, 0.01], [-0.02, 0.11, -0.10], [-0.03, 0.05, -0.02], [0.00, -0.01, 0.04], [-0.06, -0.10, 0.01], [0.05, -0.20, 0.07], [0.09, 0.00, -0.20], [0.10, -0.01, -0.09], [0.01, 0.10, -0.04], [-0.05, 0.02, 0.06], [-0.13, 0.02, 0.14], [0.25, -0.45, -0.29], [-0.06, 0.00, 0.07], [0.05, 0.18, 0.07], [-0.05, -0.16, -0.01], [0.95, 0.40, 0.27], [-0.20, 0.01, -0.14], [0.03, 0.12, -0.03], [-0.66, -0.31, -0.19], [-0.22, -0.08, 0.03], [0.01, -0.06, 0.26], [-0.15, 0.10, -0.19], [-0.10, -0.16, -0.10], [-0.04, 0.05, -0.02], [0.00, 0.00, 0.01], [0.07, 0.01, 0.07]], "mulliken_spin": [2.503, 0.000, 0.001, 0.001, -0.026, 0.006, -0.007, 0.073, 0.010, 0.000, 0.006, 0.024, 0.000, -0.002, 0.000, 0.000, 0.001, -0.005, 0.000, 0.246, 0.047, 0.205, 0.367, -0.148, 0.490, 0.033, -0.013, 0.030, -0.010, 0.022, 0.081, -0.121, 0.141, 0.083, 0.046, -0.004, 0.036, -0.021, -0.011, 0.002, -0.001, 0.001, 0.000, 0.000, -0.060, 0.005, 0.001, -0.001, -0.002, 0.000, 0.000, 0.000, 0.000, 0.001, 0.003, 0.000, -0.002, 0.001, 0.028, -0.095, 0.004, 0.001, 0.000, 0.000, 0.000, 0.001, -0.010, 0.007, -0.002, 0.000, 0.000, -0.003, 0.000, 0.000, 0.001, 0.000, 0.006, -0.002, 0.000, 0.000, 0.000, 0.000, 0.000, 0.000, 0.000, 0.000, 0.003, 0.000, 0.000, 0.000, 0.001, 0.020, 0.007, 0.069, 0.001, 0.000, 0.001, -0.002, 0.000, 0.000, -0.017, 0.003, -0.047, -0.001, 0.000, 0.000], "lumo_energy_ha": [0.078, 0.061], "multiplicity": 5, "total_charge": -1, "homo_ev": [-3.51, -6.17]}

Summary of ΔE to the lowest compared entry with this formula, charge and spin in kcal/mol
0.0; 9.4
(order as listed above)
Summary of F_max in eV Å⁻¹
0.7; 1.7
(order as listed above)